C30H47ClP2Rh as an isolated structure at a distorted geometry. Source: the Open Molecules 2025 dataset; level of theory: ωB97M-V/def2-TZVPD.

Each line ends with the Mulliken charge.
Element x y z (Å)
Rh 0.353 -1.516 1.281  0.23
C -1.374 -1.606 2.399  0.86
C -1.038 -2.876 1.790  0.56
C 0.746 -2.238 3.141  0.17
C -0.272 -1.219 3.224  0.98
C 0.274 -3.273 2.261  0.45
C -2.695 -0.879 2.326  -1.64
H -3.374 -1.399 1.638  0.31
H -2.554 0.146 1.961  0.14
H -3.128 -0.848 3.337  0.42
C -0.268 -0.023 4.130  -1.40
H -0.725 0.822 3.612  0.20
H 0.756 0.278 4.349  0.39
H -0.818 -0.229 5.061  0.33
C 2.087 -2.179 3.823  -1.35
H 2.029 -2.155 4.921  0.29
H 2.578 -1.251 3.512  0.15
H 2.722 -3.008 3.494  0.42
C 1.011 -4.518 1.871  -1.70
H 1.196 -5.222 2.692  0.28
H 1.968 -4.205 1.455  0.35
H 0.452 -5.030 1.089  0.44
C -1.895 -3.655 0.839  -1.94
H -1.893 -4.725 1.070  0.49
H -1.533 -3.521 -0.185  0.22
H -2.924 -3.297 0.878  0.41
C -2.041 2.615 -0.584  -0.71
C -3.024 1.732 -0.364  -0.60
C -3.045 0.347 -0.922  0.36
C -2.950 0.240 -2.450  -1.37
C -1.546 0.041 -3.075  -0.90
C -0.402 -0.093 -2.090  0.37
C -0.063 1.151 -1.238  -0.05
C -0.928 2.386 -1.548  0.11
H -3.991 -0.125 -0.615  0.65
H -3.496 1.066 -2.916  0.24
H -2.264 -0.251 -0.430  -0.79
H -1.345 2.330 -2.574  -0.62
H -2.027 3.570 -0.059  0.44
H -3.920 2.008 0.210  0.46
H -0.279 3.270 -1.554  0.50
H -0.159 0.893 -0.165  -0.60
H -0.602 -0.971 -1.469  0.13
H 1.002 1.415 -1.352  0.69
H -3.519 -0.664 -2.727  0.50
H -1.632 -0.917 -3.608  1.03
P -0.892 1.081 -4.402  1.16
C -0.811 2.809 -4.944  -1.25
C -1.855 0.240 -5.698  -1.45
P 1.194 -0.728 -3.155  0.74
C 0.860 0.593 -4.437  -1.62
C 0.566 -2.130 -4.198  -1.29
C 3.004 -0.983 -3.595  -1.21
H 0.165 3.243 -4.676  0.45
H -1.631 3.416 -4.538  0.38
H -0.883 2.794 -6.044  0.47
H -1.663 0.740 -6.653  0.49
H -2.921 0.343 -5.437  0.44
H -1.599 -0.827 -5.756  0.37
H 3.215 -0.694 -4.639  0.41
H 3.238 -2.051 -3.474  0.43
H 3.639 -0.388 -2.929  0.33
H 1.478 1.476 -4.189  0.50
H 1.094 0.255 -5.464  0.69
H 1.286 -2.950 -4.081  0.50
H 0.506 -1.865 -5.264  0.30
H -0.414 -2.479 -3.860  0.31
Cl 0.172 3.636 3.424  -0.20
C 1.612 3.146 4.183  0.84
C 1.972 3.738 5.383  -0.60
C 3.136 3.329 6.055  -0.39
C 3.976 2.364 5.471  -0.64
C 3.650 1.782 4.254  -0.44
C 2.443 2.145 3.555  0.39
C 2.079 1.523 2.366  -1.01
H 1.333 4.494 5.824  0.41
H 3.413 3.778 7.007  0.37
H 4.891 2.055 5.979  0.37
H 4.315 1.054 3.774  0.35
H 2.715 0.730 1.970  0.34
H 1.265 1.911 1.751  0.18

Calculated values
- Relative energy (zero: lowest compared OMol25 entry of this formula, charge and spin): 232.3 kJ/mol
- Orbital gap (alpha / beta): 5.139 / 7.460 eV
- Spin multiplicity: 5
- Net charge: +1
- <S²>: 6.058
- HOMO energy (alpha / beta): -7.834 / -10.382 eV

A 2-piece molecular cluster, C3H7O2S overall at a distorted geometry. Source: the Open Molecules 2025 dataset; level of theory: ωB97M-V/def2-TZVPD.

Each line ends with the Mulliken charge.
Element x y z (Å)
O -1.191 0.566 2.446  -0.60
C -0.835 0.440 1.242  0.03
C -1.585 -0.257 0.154  -0.19
C -0.643 -0.472 -1.049  -0.65
S 0.683 0.801 -1.348  -0.65
H 0.176 0.930 1.136  0.31
H -1.963 -1.209 0.400  0.32
H -2.398 0.603 0.003  0.15
H -0.176 -1.413 -0.946  0.17
H -1.185 -0.448 -2.126  0.17
H 2.592 -0.478 0.083  0.32
H 1.608 -1.655 -0.444  0.30
O 2.291 -1.493 0.227  -0.67

Calculated values
- Relative energy (zero: lowest compared OMol25 entry of this formula, charge and spin): 214.4 kJ/mol
- Orbital gap: 6.849 eV
- Net charge: -1
- HOMO energy: -2.868 eV

An isolated ion of composition C7H10N3S and charge +1 at a distorted geometry. Source: the Open Molecules 2025 dataset; level of theory: ωB97M-V/def2-TZVPD.

Each line ends with the Mulliken charge.
Element x y z (Å)
C 0.109 -2.567 0.286  -1.21
C -0.507 -1.369 0.347  0.38
N -1.850 -1.026 0.588  0.00
C -2.230 0.032 -0.063  -0.22
S -3.586 0.983 0.157  -0.25
N -1.130 0.555 -0.702  -0.23
C 0.115 -0.031 -0.152  1.13
C 1.310 -0.029 -1.211  -0.97
C 1.941 1.175 -0.474  -0.26
C 0.807 1.108 0.467  -0.17
N 0.211 1.772 1.405  -0.22
H -0.424 -3.478 0.480  0.31
H 1.153 -2.677 0.191  0.26
H -2.448 -1.809 0.987  0.32
H -1.153 1.275 -1.435  0.25
H 1.870 -0.905 -1.064  0.30
H 0.878 -0.053 -2.240  0.32
H 2.148 2.137 -0.920  0.35
H 3.000 0.885 -0.053  0.29
H 0.448 2.757 1.616  0.27
H -0.663 1.264 1.790  0.33

Calculated values
- Relative energy (zero: lowest compared OMol25 entry of this formula, charge and spin): 164.6 kJ/mol
- Orbital gap: 6.669 eV
- Structure (SMILES): C=C1NC(=S)N[C@]12CCC2=[NH2+]
- Net charge: +1
- HOMO energy: -11.741 eV

One molecule with the formula C7H7ClO3S at a distorted geometry. Source: the Open Molecules 2025 dataset; level of theory: ωB97M-V/def2-TZVPD.

Each line ends with the Mulliken charge.
Element x y z (Å)
C -0.890 -2.095 -1.161  -0.70
O -0.622 -1.439 0.080  -0.43
C -0.346 -0.070 -0.121  0.60
S -2.058 0.683 -0.465  1.14
O -2.601 0.129 -1.691  -0.60
O -2.124 2.075 -0.376  -0.50
Cl -3.286 0.021 1.015  -0.22
C 0.458 0.349 -1.342  -0.06
C 1.060 1.419 -1.475  -0.31
C 1.194 2.459 -0.535  -0.29
C 0.729 2.064 0.743  -0.51
C 0.190 0.651 1.085  -0.59
H -1.595 -1.477 -1.748  0.36
H -1.079 -3.063 -0.877  0.36
H -0.002 -2.113 -1.878  0.24
H 1.669 3.435 -0.744  0.40
H 0.810 2.734 1.557  0.45
H 1.075 0.201 1.590  0.38
H -0.538 0.901 1.826  0.28

Calculated values
- Relative energy (zero: lowest compared OMol25 entry of this formula, charge and spin): 564.5 kJ/mol
- Orbital gap: 8.199 eV
- Structure (SMILES): CO[C@]1(S(=O)(=O)Cl)C#CC=CC1
- HOMO energy: -9.206 eV

C16H18BeN2O5 as an isolated structure at a distorted geometry. Source: the Open Molecules 2025 dataset; level of theory: ωB97M-V/def2-TZVPD.

Each line ends with the Mulliken charge.
Element x y z (Å)
Be -0.577 -0.642 0.101  -0.09
O 0.643 2.465 -0.150  -0.33
C 0.343 1.273 -0.298  0.53
C 0.893 -1.285 -0.626  0.44
O 1.473 -2.288 -0.966  -0.24
C 1.345 0.180 -0.337  0.70
O 2.550 0.377 -0.188  -0.33
C -1.096 0.910 -0.597  0.49
O -1.972 1.605 -1.015  -0.24
C -0.016 0.582 -3.436  -0.59
H -0.901 1.227 -3.480  0.35
H 0.953 1.090 -3.505  0.34
C -0.093 -0.746 -3.515  -0.52
H 0.813 -1.356 -3.580  0.36
H -1.048 -1.257 -3.679  0.31
C 3.235 1.705 7.129  -1.03
C 1.740 1.716 7.190  -0.54
N 1.102 0.732 6.290  0.27
C 1.160 -0.642 6.852  -0.77
C 0.418 -0.717 8.185  -1.27
C 1.099 1.006 4.911  0.15
O 1.654 2.014 4.480  -0.61
C 0.233 0.146 4.010  -0.27
C -0.801 -0.540 4.619  -0.29
C -1.671 -1.248 3.808  -0.95
C -1.535 -1.248 2.427  -0.23
N -0.528 -0.560 1.819  0.03
C 0.359 0.129 2.596  0.27
H 3.653 0.717 7.340  0.29
H 3.632 2.394 7.872  0.38
H 3.598 2.032 6.154  0.30
H 1.414 1.425 8.188  0.27
H 1.340 2.702 6.948  0.36
H 0.753 -1.372 6.142  0.66
H 2.218 -0.903 7.020  0.33
H -0.576 -0.256 8.136  0.35
H 0.278 -1.765 8.473  0.38
H 0.979 -0.229 8.991  0.44
H -0.882 -0.525 5.709  0.67
H -2.483 -1.774 4.274  0.48
H -2.240 -1.808 1.806  0.44
H 1.157 0.692 2.093  0.73

Calculated values
- Relative energy (zero: lowest compared OMol25 entry of this formula, charge and spin): 309.7 kJ/mol
- Orbital gap (alpha / beta): 3.109 / 3.071 eV
- Net charge: +2
- HOMO energy (alpha / beta): -14.506 / -14.504 eV

C4H12N2O2 as an isolated structure at a distorted geometry. Source: the Open Molecules 2025 dataset; level of theory: ωB97M-V/def2-TZVPD.

Each line ends with the Mulliken charge.
Element x y z (Å)
C -1.071 0.256 -1.927  -0.27
N 0.043 0.468 -2.618  -0.38
O -0.782 -1.302 -0.815  -0.65
H -0.449 -2.006 -1.385  0.30
H 0.901 0.327 -1.985  0.38
H 0.112 0.020 -3.523  0.24
H -1.981 0.017 -2.470  0.32
H -1.142 0.804 -0.992  0.27
C 1.015 1.252 1.391  -1.09
C -0.739 -0.316 2.008  -1.10
N 0.125 0.187 0.955  0.36
C 0.713 -0.799 0.104  0.08
O 1.599 -0.427 -0.728  -0.79
H 0.851 -1.770 0.618  0.38
H 1.619 0.958 2.263  0.33
H 0.415 2.125 1.662  0.30
H 1.685 1.537 0.585  0.34
H -1.382 -1.106 1.622  0.32
H -1.368 0.494 2.379  0.32
H -0.162 -0.720 2.857  0.32

Calculated values
- Relative energy (zero: lowest compared OMol25 entry of this formula, charge and spin): 349.2 kJ/mol
- Orbital gap: 9.338 eV
- HOMO energy: -8.472 eV